C5H13OP | the ωB97M-V functional and the def2-TZVPD basis

Structure (XYZ):
```
20
Properties=species:S:1:pos:R:3:forces:R:3:mulliken_charge:R:1
C 0.10311 1.45108 0.38514 4.92 -0.02 1.10 -1.648
C 1.39695 -0.35501 1.24856 -1.10 -2.80 -1.83 -2.408
C 1.18650 -0.14009 -1.29346 0.37 -0.52 0.26 -1.577
C -0.81295 -0.83377 0.06067 3.91 2.09 3.63 -1.125
C 0.50350 0.02540 0.04531 -1.60 -0.21 -0.38 1.922
O -2.98392 1.00193 -0.02824 0.63 0.95 -2.09 -0.636
P -2.38153 -0.21419 -0.67045 -0.46 -0.38 5.63 0.409
H 1.10378 1.77819 0.92337 -2.47 0.29 -0.26 0.314
H -0.78459 1.63266 0.88218 -1.54 0.01 1.52 0.409
H 0.14707 2.10811 -0.40074 -0.40 1.35 -2.51 0.484
H 1.72254 -1.41058 1.14686 -0.16 0.32 0.31 0.391
H 2.23286 0.23304 1.19271 2.26 1.50 0.21 0.739
H 0.86433 -0.20829 2.16765 -0.09 0.22 0.68 0.604
H 2.12157 -0.66773 -1.14894 0.31 -0.13 -0.25 0.374
H 0.61098 -0.68732 -2.04675 -0.09 0.06 0.24 0.347
H 1.38486 0.81922 -1.67619 0.61 1.18 -0.83 0.363
H -2.53570 -0.70801 -1.95652 0.18 0.26 -0.60 0.118
H -0.61229 -1.74113 -0.40300 0.24 -2.04 -0.78 0.529
H -2.90816 -1.11492 0.23702 -1.21 -1.65 -0.97 0.018
H -0.35892 -0.96860 1.33482 -4.31 -0.47 -3.07 0.373
```
Forces are in eV/Å.

**F_max**: 5.73 eV/Å
**Charge**: 0
**LUMO energy**: 0.6 eV
**ΔE to the lowest compared entry with this formula, charge and spin**: 92.8 kcal/mol



C31H16ClF5N3NiOS2 | the ωB97M-V functional and the def2-TZVPD basis

Structure (XYZ):
```
60
Properties=species:S:1:pos:R:3:forces:R:3:mulliken_charge:R:1
Ni -0.25934 0.09568 0.27810 -0.50 0.51 0.16 0.136
Cl 4.10690 5.92411 1.33285 0.20 0.18 -0.01 -0.279
C 2.87072 4.69616 1.33051 0.32 -0.28 -0.08 0.224
C 1.53056 5.08067 1.45454 -0.09 -0.19 0.02 -0.576
C 0.55782 4.12594 1.47046 -0.06 0.10 -0.03 -0.397
C 0.83672 2.72529 1.32068 0.43 0.16 0.01 -0.114
O -0.10720 1.89889 1.32765 -0.38 -0.12 0.22 -0.689
C 2.23500 2.37339 1.19332 -0.59 0.21 -0.09 0.600
C 2.62195 1.00559 1.23162 0.03 -0.59 0.13 -0.331
N 1.80824 0.02234 1.03563 -0.09 0.79 -0.28 0.528
C 2.10692 -1.27943 1.38300 0.74 -0.62 0.11 -0.449
C 3.36465 -1.86500 1.42760 -0.72 0.66 -0.17 -0.578
C 3.50986 -3.18684 1.84362 -0.17 -0.64 0.23 -0.839
C 2.42494 -3.94469 2.21088 0.35 0.02 -0.07 -0.890
C 1.12597 -3.40312 2.15362 -0.05 0.35 -0.13 1.257
C -0.04066 -4.13232 2.47091 -0.42 0.37 -0.03 -0.752
C -1.26160 -3.50425 2.39228 0.60 -0.77 0.27 -0.915
C -1.32142 -2.16609 2.00193 0.44 0.62 -0.10 -0.083
N -0.25441 -1.46418 1.66519 -0.46 -0.63 0.69 0.117
C 0.96565 -2.05861 1.73601 0.02 -0.40 0.32 0.583
C 3.21491 3.37526 1.21807 -0.01 0.26 -0.03 -0.930
H 1.27864 6.12809 1.54097 0.00 0.07 0.02 0.407
H -0.48100 4.40661 1.56475 -0.12 -0.04 0.03 0.471
H 3.65179 0.80893 1.56027 -0.05 -0.04 -0.05 0.284
H 4.23773 -1.30056 1.13158 0.01 0.06 -0.04 0.423
H 4.50113 -3.61840 1.87531 0.04 -0.05 0.01 0.381
H 2.55198 -4.96609 2.54160 0.03 -0.09 -0.01 0.383
H 0.04466 -5.16766 2.77132 -0.01 -0.08 0.02 0.414
H -2.17703 -4.02345 2.63595 -0.04 -0.04 0.01 0.418
H -2.26868 -1.64469 1.96067 0.00 0.12 -0.16 0.394
H 4.25309 3.08808 1.12209 0.13 0.04 0.06 0.413
S 1.74313 -2.04701 -2.94307 -0.31 0.12 0.28 -0.350
C 0.94573 -3.28775 -2.06221 0.21 -0.06 -0.22 -0.493
C 0.09354 -2.80976 -1.11541 0.20 -0.02 -0.32 -0.487
C 0.04863 -1.39246 -1.04711 0.34 0.53 -0.35 0.146
C 0.88459 -0.84387 -1.99065 -0.03 -1.38 -0.12 -0.167
C 0.96189 0.56621 -2.21971 0.02 0.67 -0.21 0.837
C 1.76102 1.18402 -3.18572 -0.10 -0.08 0.14 -1.190
C 1.68104 2.55183 -3.34058 -0.09 -0.02 0.05 -0.425
C 0.78661 3.26741 -2.55778 -0.06 0.05 -0.09 -0.994
C 0.03679 2.58366 -1.61385 0.07 0.34 -0.20 -0.476
N 0.14144 1.28132 -1.42598 0.44 -0.04 -0.16 0.964
H 1.16512 -4.31265 -2.29886 0.00 -0.23 -0.05 0.474
H -0.49076 -3.47174 -0.49607 -0.08 -0.10 0.17 0.500
H 2.42122 0.58149 -3.79091 0.07 -0.03 -0.07 0.449
H 2.29437 3.05470 -4.07553 0.04 0.04 -0.04 0.424
H 0.66595 4.33212 -2.67954 -0.01 0.10 0.04 0.444
H -0.67663 3.10435 -0.99210 -0.03 -0.03 0.19 0.592
F -7.23938 -0.71397 -2.69112 0.26 0.04 0.14 -0.325
C -6.14922 -0.47744 -1.92825 0.15 0.02 0.14 0.651
C -4.94144 -0.09801 -2.50826 -0.25 -0.03 -0.11 -0.315
F -4.87328 0.04400 -3.84744 -0.02 -0.07 0.20 -0.322
C -3.83262 0.15959 -1.72376 0.11 -0.08 0.46 -0.222
F -2.69134 0.53399 -2.32800 -0.38 -0.04 0.03 -0.248
C -3.86930 0.07096 -0.31769 -0.75 -0.31 -0.55 1.058
S -2.60006 0.55348 0.71345 0.30 0.48 0.40 -0.590
C -5.10095 -0.35186 0.22765 0.47 0.11 -0.19 0.010
F -5.20516 -0.50416 1.56213 -0.16 0.01 -0.23 -0.335
C -6.21518 -0.60845 -0.54411 -0.12 -0.01 -0.24 0.094
F -7.37423 -0.97964 0.03754 0.14 0.02 -0.14 -0.313
```
Forces are in eV/Å.

**F_max**: 1.39 eV/Å
**Charge**: -1
**LUMO energy (alpha / beta)**: 1.8 / 1.9 eV
**2S+1**: 3
**ΔE to the lowest compared entry with this formula, charge and spin**: 11.5 kcal/mol